{
  "formula": "C60H150BCdF4N10O4S",
  "method": "wB97M-V/def2-TZVPD",
  "symbols": ["Cd", "S", "O", "O", "O", "O", "B", "F", "F", "F", "F", "C", "C", "N", "C", "C", "C", "C", "H", "H", "H", "H", "H", "H", "H", "H", "H", "H", "H", "H", "H", "H", "H", "C", "C", "N", "C", "C", "C", "C", "H", "H", "H", "H", "H", "H", "H", "H", "H", "H", "H", "H", "H", "H", "H", "C", "C", "N", "C", "C", "C", "C", "H", "H", "H", "H", "H", "H", "H", "H", "H", "H", "H", "H", "H", "H", "H", "C", "C", "N", "C", "C", "C", "C", "H", "H", "H", "H", "H", "H", "H", "H", "H", "H", "H", "H", "H", "H", "H", "C", "C", "N", "C", "C", "C", "C", "H", "H", "H", "H", "H", "H", "H", "H", "H", "H", "H", "H", "H", "H", "H", "C", "C", "N", "C", "C", "C", "C", "H", "H", "H", "H", "H", "H", "H", "H", "H", "H", "H", "H", "H", "H", "H", "C", "C", "N", "C", "C", "C", "C", "H", "H", "H", "H", "H", "H", "H", "H", "H", "H", "H", "H", "H", "H", "H", "C", "C", "N", "C", "C", "C", "C", "H", "H", "H", "H", "H", "H", "H", "H", "H", "H", "H", "H", "H", "H", "H", "C", "C", "N", "C", "C", "C", "C", "H", "H", "H", "H", "H", "H", "H", "H", "H", "H", "H", "H", "H", "H", "H", "C", "C", "N", "C", "C", "C", "C", "H", "H", "H", "H", "H", "H", "H", "H", "H", "H", "H", "H", "H", "H", "H"],
  "coordinates": [[-1.400, 1.216, -1.065], [-0.469, 1.389, -3.417], [-0.102, 2.063, -2.205], [0.615, 0.712, -4.064], [-1.552, 0.550, -2.914], [-0.812, 2.308, -4.509], [-0.421, 0.064, 0.612], [-0.478, 1.425, 0.905], [0.269, -0.622, 1.576], [-1.764, -0.192, 0.443], [0.114, -0.105, -0.616], [-4.499, -5.747, 2.429], [-5.206, -4.435, 2.192], [-4.478, -3.486, 1.368], [-3.045, -3.130, 1.715], [-2.911, -2.549, 3.111], [-5.201, -2.248, 1.136], [-6.626, -2.460, 0.608], [-4.113, -6.216, 1.524], [-5.186, -6.399, 2.969], [-3.594, -5.627, 3.025], [-6.112, -4.701, 1.648], [-5.495, -4.028, 3.161], [-2.766, -2.374, 0.980], [-2.335, -3.912, 1.446], [-1.860, -2.529, 3.398], [-3.499, -3.140, 3.813], [-3.275, -1.524, 3.169], [-4.976, -1.524, 1.918], [-4.642, -1.875, 0.278], [-6.737, -3.339, -0.028], [-7.222, -2.634, 1.504], [-7.061, -1.550, 0.197], [-8.194, -1.975, -3.827], [-7.236, -0.996, -4.579], [-5.848, -1.014, -4.058], [-5.220, -2.326, -4.032], [-4.020, -2.467, -3.065], [-4.990, 0.053, -4.706], [-5.683, 1.407, -4.669], [-8.047, -1.822, -2.758], [-8.159, -3.040, -4.056], [-9.183, -1.579, -4.061], [-7.360, -1.169, -5.648], [-7.667, -0.002, -4.453], [-5.941, -3.120, -3.843], [-4.831, -2.616, -5.008], [-3.388, -1.580, -3.075], [-4.366, -2.580, -2.038], [-3.404, -3.330, -3.318], [-4.768, -0.196, -5.744], [-4.049, 0.207, -4.179], [-6.480, 1.538, -5.401], [-5.016, 2.269, -4.685], [-6.256, 1.537, -3.751], [2.623, 5.103, 0.374], [2.153, 5.601, 1.761], [2.440, 4.690, 2.873], [1.690, 3.444, 2.839], [1.560, 2.805, 4.242], [3.864, 4.407, 3.027], [4.612, 5.612, 3.658], [2.069, 4.224, 0.042], [3.698, 4.949, 0.279], [2.291, 5.786, -0.408], [2.714, 6.513, 1.961], [1.094, 5.853, 1.811], [0.669, 3.592, 2.488], [2.131, 2.734, 2.140], [0.962, 3.497, 4.834], [0.884, 1.950, 4.222], [2.475, 2.461, 4.724], [4.377, 3.972, 2.170], [3.973, 3.593, 3.744], [4.608, 6.461, 2.974], [5.664, 5.389, 3.838], [4.207, 5.869, 4.636], [4.265, -0.420, -3.926], [3.945, 1.025, -3.329], [4.324, 1.102, -1.892], [3.346, 0.355, -1.055], [3.669, 0.137, 0.453], [4.305, 2.479, -1.504], [5.595, 3.220, -1.840], [3.516, -1.172, -3.678], [5.266, -0.772, -3.679], [4.251, -0.459, -5.015], [4.499, 1.722, -3.958], [2.875, 1.222, -3.392], [2.358, 0.806, -1.155], [3.279, -0.645, -1.484], [2.900, -0.429, 0.979], [4.587, -0.428, 0.612], [3.861, 1.097, 0.931], [4.276, 2.580, -0.419], [3.462, 2.992, -1.967], [6.503, 2.870, -1.349], [5.412, 4.235, -1.489], [5.742, 3.409, -2.903], [-4.537, 4.096, -2.239], [-3.327, 3.186, -2.119], [-2.930, 2.537, -0.790], [-2.614, 3.670, 0.126], [-1.276, 4.290, -0.167], [-4.032, 1.796, -0.207], [-4.439, 0.559, -0.989], [-5.455, 3.510, -2.235], [-4.588, 4.550, -3.229], [-4.459, 4.941, -1.555], [-3.343, 2.450, -2.922], [-2.472, 3.759, -2.477], [-2.577, 3.252, 1.132], [-3.402, 4.422, 0.086], [-1.367, 5.012, -0.979], [-0.440, 3.614, -0.349], [-0.920, 4.761, 0.748], [-3.809, 1.303, 0.739], [-4.929, 2.384, -0.010], [-3.701, -0.242, -0.959], [-5.355, 0.185, -0.532], [-4.660, 0.686, -2.049], [1.365, -1.695, -6.432], [0.650, -0.858, -7.428], [-0.420, 0.022, -6.873], [-1.094, 0.566, -8.048], [-2.165, 1.611, -7.641], [-1.330, -0.754, -6.008], [-2.129, -1.894, -6.697], [1.730, -1.073, -5.614], [2.249, -2.178, -6.847], [0.724, -2.457, -5.988], [1.397, -0.255, -7.946], [0.209, -1.548, -8.147], [-0.404, 1.086, -8.712], [-1.565, -0.264, -8.576], [-2.709, 2.093, -8.453], [-2.982, 1.171, -7.070], [-1.730, 2.402, -7.031], [-2.065, -0.109, -5.526], [-0.765, -1.125, -5.153], [-2.790, -1.587, -7.508], [-2.695, -2.539, -6.025], [-1.461, -2.658, -7.094], [-5.150, 1.644, 3.776], [-4.399, 2.858, 4.241], [-3.085, 2.939, 3.623], [-2.216, 1.746, 3.807], [-1.991, 1.357, 5.285], [-2.360, 4.188, 3.951], [-2.927, 5.451, 3.346], [-5.238, 1.638, 2.689], [-6.125, 1.719, 4.257], [-4.611, 0.746, 4.080], [-4.980, 3.770, 4.106], [-4.257, 2.781, 5.320], [-2.727, 0.953, 3.261], [-1.236, 1.906, 3.357], [-1.604, 2.191, 5.870], [-2.932, 1.027, 5.726], [-1.379, 0.456, 5.331], [-1.379, 4.135, 3.478], [-2.123, 4.346, 5.003], [-3.885, 5.657, 3.824], [-2.926, 5.376, 2.259], [-2.257, 6.269, 3.613], [2.840, -3.793, 0.288], [1.445, -3.384, -0.312], [0.882, -4.347, -1.292], [1.899, -4.882, -2.240], [1.261, -6.020, -3.042], [-0.413, -4.015, -1.909], [-0.400, -2.801, -2.811], [3.045, -3.037, 1.046], [3.692, -3.764, -0.391], [2.739, -4.749, 0.803], [0.779, -3.332, 0.550], [1.416, -2.379, -0.732], [2.265, -4.050, -2.841], [2.734, -5.350, -1.719], [0.716, -5.742, -3.944], [2.100, -6.610, -3.411], [0.725, -6.754, -2.439], [-1.165, -3.774, -1.158], [-0.868, -4.884, -2.385], [-1.351, -2.551, -3.280], [0.325, -2.888, -3.620], [-0.126, -1.890, -2.279], [8.563, -1.342, 2.701], [8.754, 0.215, 2.619], [7.699, 0.942, 3.340], [8.021, 2.367, 3.412], [8.999, 2.711, 4.597], [6.375, 0.782, 2.759], [5.315, 0.759, 3.872], [8.574, -1.771, 3.703], [9.366, -1.920, 2.242], [7.636, -1.676, 2.235], [9.689, 0.427, 3.137], [8.806, 0.535, 1.578], [7.119, 2.978, 3.450], [8.466, 2.688, 2.470], [8.654, 2.199, 5.495], [8.902, 3.766, 4.854], [10.040, 2.435, 4.427], [6.250, 1.465, 1.919], [6.285, -0.205, 2.304], [5.402, -0.035, 4.613], [5.223, 1.685, 4.439], [4.309, 0.524, 3.523], [1.637, -6.014, 5.007], [2.622, -5.072, 4.316], [2.457, -3.728, 4.807], [3.662, -2.984, 4.911], [4.365, -2.645, 3.554], [1.452, -2.979, 4.063], [0.872, -1.699, 4.653], [0.635, -5.721, 4.693], [1.714, -6.027, 6.095], [1.748, -7.054, 4.700], [3.593, -5.531, 4.505], [2.440, -5.188, 3.248], [3.593, -2.072, 5.504], [4.398, -3.581, 5.450], [5.430, -2.521, 3.749], [4.196, -3.495, 2.892], [4.006, -1.757, 3.035], [0.575, -3.564, 3.785], [1.802, -2.774, 3.051], [0.134, -1.882, 5.434], [0.425, -1.043, 3.905], [1.602, -1.051, 5.137]],
  "atomic_forces_ev_per_a": [[-4.2, 1.6, 1.4], [2.5, 1.8, -8.4], [4.8, 4.6, 1.0], [2.0, -3.1, 1.5], [-3.1, -3.6, -3.0], [-2.7, 1.3, 1.2], [1.7, -0.9, 2.9], [1.4, 1.7, 1.8], [-0.4, -0.3, 0.2], [-2.5, -3.0, 1.9], [3.2, -2.2, -0.9], [0.8, 0.0, 0.2], [0.5, -0.2, -0.4], [1.1, -0.4, 0.1], [-1.4, 0.1, -0.7], [0.3, -0.2, 0.0], [1.1, -0.4, -2.4], [-0.2, 0.4, 2.1], [-0.5, 0.0, -0.3], [0.2, -0.2, -0.1], [0.0, 0.1, 0.4], [-0.2, 0.3, 0.1], [-0.2, 0.2, 0.4], [-0.1, 0.2, 0.0], [-0.3, -0.6, 0.6], [0.0, 0.0, 0.2], [0.2, -0.1, 0.2], [0.0, 0.0, -0.1], [-1.1, 0.3, 0.4], [0.0, 0.5, -0.1], [0.3, 0.3, -0.2], [-0.5, -0.3, -0.1], [0.3, -0.1, -0.4], [0.3, 1.3, -0.1], [0.1, -0.9, 0.8], [-0.1, 1.0, -0.4], [0.8, -0.4, -0.3], [-0.7, 0.5, 0.1], [-1.0, -0.2, 0.6], [-0.9, 0.4, 0.4], [0.0, -0.2, 0.1], [0.2, 0.2, -0.2], [-0.3, -0.4, 0.0], [0.5, -0.3, -0.5], [0.2, 0.0, 0.3], [-0.2, 0.3, 0.4], [0.1, 0.2, -0.6], [0.1, 0.0, -0.2], [-0.1, -0.1, 0.1], [-0.1, 0.0, -0.1], [0.2, -0.3, -0.2], [0.1, -0.6, 0.1], [0.4, 0.0, -0.5], [0.3, -0.2, -0.4], [0.2, -0.2, 0.5], [-1.3, 0.1, -0.3], [1.1, -0.4, -0.2], [0.2, -0.1, -0.1], [0.0, -0.6, 0.6], [-1.0, 0.1, -0.5], [0.3, 0.4, 1.6], [0.2, -0.5, -0.7], [0.3, -0.5, 0.4], [-0.1, 0.0, 0.1], [0.3, 0.6, 0.1], [-0.2, 0.2, 0.1], [0.0, -0.1, -0.3], [0.0, 0.4, -0.2], [0.1, -0.3, -0.2], [0.6, 0.3, 0.5], [0.2, -0.4, -0.4], [0.0, 0.4, 0.0], [0.0, 0.4, -0.7], [-0.3, 0.0, 0.2], [-0.1, 0.2, 0.2], [0.1, -0.3, -0.2], [-0.3, 0.1, -0.2], [-0.4, 0.8, 0.0], [0.3, -2.4, 0.0], [0.0, -0.7, 0.4], [0.2, -0.8, -0.1], [0.8, 0.6, -0.8], [1.4, 0.4, 0.2], [-0.5, 1.2, -0.4], [0.0, 0.0, 0.5], [0.0, 0.1, 0.5], [-0.1, 0.6, -0.2], [0.1, 0.3, 0.5], [-0.2, 0.1, -0.5], [-0.3, 0.1, 0.0], [-0.2, 0.0, -0.1], [-0.4, 0.3, -0.2], [0.2, -0.1, -0.4], [-0.4, 0.0, 0.3], [-0.6, -0.2, 0.1], [-0.4, 0.3, 0.1], [-0.2, -0.4, -0.1], [0.2, 0.3, 0.3], [0.2, -0.6, -0.2], [-0.1, -0.4, 0.0], [1.1, -0.3, -1.1], [-3.2, 3.6, 0.0], [0.7, -1.0, 0.4], [0.5, 0.6, 0.3], [-1.2, -1.6, -0.1], [-0.5, -0.2, -0.8], [-0.3, 0.3, 0.8], [0.6, -0.1, -0.2], [-0.6, -0.2, 0.2], [-0.3, -0.5, 0.3], [0.4, 0.0, 0.5], [-0.3, 0.0, 0.1], [-0.1, -0.1, 0.1], [0.4, 0.0, 0.1], [-0.4, -0.3, -0.5], [-0.2, 0.7, 0.0], [0.8, 0.8, 0.5], [0.0, 0.5, -0.2], [0.1, 0.1, 0.2], [0.0, -0.2, 0.0], [-0.1, 0.3, 0.0], [0.6, -0.1, 1.3], [-0.6, 0.4, 0.1], [0.6, -0.9, -0.8], [-1.3, 1.0, 0.9], [-0.2, -0.1, 0.2], [-0.7, -0.1, 0.0], [0.7, -0.7, 0.1], [-0.1, 0.1, 0.2], [-0.1, -0.1, -0.3], [0.0, -0.1, -0.1], [-0.2, 0.3, -0.1], [-0.1, -0.1, -0.6], [0.4, -0.3, 0.1], [-0.1, 0.0, -0.6], [0.4, -0.1, -0.6], [0.2, -0.2, 0.3], [0.1, -0.2, 0.1], [0.2, 0.4, -0.2], [0.1, -0.1, -0.2], [0.0, 0.2, 0.1], [-0.4, 0.6, 0.5], [0.4, 0.1, -0.5], [-0.2, 0.2, 0.1], [1.0, -0.2, 0.4], [1.2, 1.2, -0.3], [-0.8, 0.4, 0.7], [-0.7, -0.5, -0.6], [0.6, -0.6, -1.0], [-0.1, 0.0, 0.7], [-0.2, 0.0, 0.0], [-0.2, -0.6, -0.2], [-0.4, -0.1, 0.1], [0.2, 0.0, -0.4], [-0.2, 0.0, 0.6], [0.4, -0.3, 0.0], [-0.2, 0.2, -0.3], [0.2, -0.2, 0.0], [-0.2, 0.2, 0.2], [0.5, 0.3, 0.1], [0.3, -0.6, 0.0], [-0.4, -0.2, 0.5], [-0.3, 0.3, -0.6], [-0.5, 0.1, 0.1], [0.0, 0.1, 0.0], [-1.3, 1.0, -0.2], [0.0, -0.7, -0.4], [0.8, -0.9, 0.6], [-2.0, 0.0, 0.6], [1.3, -0.4, -0.8], [-0.1, 0.7, 0.5], [0.5, 0.6, -0.7], [0.1, 0.0, 0.1], [-0.2, -0.2, -0.2], [0.2, -0.1, -0.2], [-0.3, -0.1, 0.0], [0.6, 0.3, 0.0], [0.3, -0.2, -0.6], [-0.1, 0.4, 0.3], [-0.3, 0.2, 0.3], [0.2, -0.1, -0.3], [-0.4, 0.5, 0.2], [0.2, -0.1, 0.7], [0.5, -0.2, -0.2], [-0.1, -0.3, 0.1], [0.1, -0.1, -0.1], [0.1, -0.1, 0.1], [0.0, 0.2, -0.1], [-0.5, -1.4, 1.1], [0.3, 0.1, -0.1], [1.2, 0.0, 0.7], [-1.3, -0.1, -0.3], [-0.2, -1.4, 0.7], [-0.9, 0.4, 0.0], [-0.3, 0.6, 0.4], [0.2, 0.4, -0.5], [0.0, 0.1, -0.1], [0.1, 0.2, -0.3], [0.2, 0.0, -0.3], [-0.2, -0.2, 0.5], [0.4, 0.1, -0.4], [0.0, -0.3, -0.1], [0.4, 0.2, -0.3], [-0.1, 0.1, -0.2], [-0.6, 0.5, 0.1], [0.3, 0.0, -0.1], [1.0, -0.1, -0.1], [0.2, 0.2, -0.1], [-0.1, 0.4, -0.7], [-0.5, -0.2, -0.3], [-0.5, -1.5, 0.5], [-1.0, 0.6, 0.4], [2.0, 0.5, -0.6], [-0.4, -0.3, 0.5], [-0.9, 0.2, -1.1], [0.4, 0.5, 0.8], [-0.2, 0.0, 0.4], [0.0, 0.4, 0.0], [0.2, 0.0, -0.3], [0.5, 0.8, 0.1], [0.1, 0.3, -0.4], [-0.6, 0.0, 0.0], [-0.1, -0.2, 0.2], [0.1, 0.0, -0.2], [0.3, 0.0, -0.1], [-0.1, 0.0, 0.2], [0.0, -0.7, 0.6], [0.6, 0.4, -0.3], [-0.1, -0.3, 0.0], [-0.1, -0.4, -0.3], [0.4, -0.1, 0.0]],
  "mulliken_charge": [2.52, 1.18, -0.94, -0.38, -0.87, -0.89, 1.49, -0.33, 0.34, -1.04, -0.77, -1.48, -0.42, 0.42, 0.22, -0.18, 0.88, -1.70, 0.33, 0.43, 0.28, 0.49, 0.40, -0.87, 0.47, -0.28, 0.53, -0.17, 0.20, -0.73, 0.30, 0.45, 0.44, -1.39, -0.66, 0.86, -1.22, 0.48, 0.65, -2.05, 0.25, 0.35, 0.44, 0.41, 0.43, 0.35, 0.27, -0.62, -0.11, 0.45, 0.68, -1.06, 0.45, 0.45, 0.42, -0.70, -0.79, 0.42, 1.64, -1.00, 0.54, -1.62, -0.03, 0.25, 0.57, 0.41, 0.34, -0.98, -0.34, 0.29, -0.04, 0.39, -0.23, -0.12, 0.36, 0.38, 0.32, -1.34, -0.03, 0.16, -0.24, 0.29, 1.23, -1.70, 0.04, 0.37, 0.46, 0.45, 0.17, 0.02, 0.04, -0.39, 0.54, -0.67, -0.75, 0.08, 0.29, 0.46, 0.40, -1.58, -0.53, 1.36, 0.42, -1.30, 0.41, 0.43, 0.27, 0.45, 0.30, -0.49, 0.64, -0.87, 0.75, 0.47, -0.37, 0.14, -1.11, 0.88, -0.85, 0.44, -0.65, -0.73, -0.67, 0.50, -0.62, -0.70, 0.61, -1.53, -0.14, 0.56, 0.09, 0.49, 0.34, 0.45, 0.41, 0.48, -0.21, 0.21, -0.26, -0.46, 0.33, 0.16, 0.41, -0.91, -0.75, 1.06, 1.59, -1.67, -0.15, -1.25, 0.03, 0.52, 0.12, 0.50, 0.41, -0.59, -0.90, 0.31, 0.47, 0.21, -0.34, 0.54, 0.44, 0.00, 0.47, -1.21, 1.01, 0.50, 0.07, -1.64, -1.06, 1.42, -0.17, 0.47, 0.47, -0.33, -0.61, -0.01, 0.54, 0.28, 0.50, 0.33, -0.36, 0.50, -0.52, -0.11, -0.39, -1.18, -0.44, 0.36, -0.03, -1.41, -0.37, -1.20, 0.29, 0.44, 0.22, 0.34, 0.36, -0.01, 0.37, 0.34, 0.43, 0.33, 0.40, -0.21, 0.41, 0.41, 0.19, -1.49, 0.14, 0.26, -1.32, -0.29, 0.48, -1.22, 0.23, 0.33, 0.47, 0.56, -0.17, 0.43, 0.55, 0.31, 0.46, -0.14, 0.41, -0.58, 0.40, -0.03, 0.34],
  "total_charge": -1,
  "lumo_energy_ev": 2.1,
  "largest_force_ev_per_a": 8.9,
  "homo_lumo_gap_ev": 7.1,
  "multiplicity": 1,
  "relative_energy_kj_mol": 100.5
}